Computed, not measured: a structure of composition C31H50BrCoN3OP2 in a non-equilibrium geometry, with wB97M-V/def2-TZVPD.

Geometry as XYZ:
```
89
Properties=species:S:1:pos:R:3:mulliken_spin:R:1
H 0.15 4.84 2.95 0.00
H -1.27 2.41 2.46 0.00
H 2.16 3.20 -2.20 0.00
H -1.75 -2.15 2.62 0.00
H 3.36 1.99 -0.17 0.04
C -0.39 1.11 4.90 0.00
C 0.88 -0.63 -1.22 -0.11
H -0.48 2.14 4.53 0.00
H 2.02 -6.05 -0.14 0.00
H 3.67 -5.36 -0.06 0.00
H -2.88 -1.10 1.76 0.00
C -4.01 1.79 -6.51 0.00
C -3.75 0.50 -5.99 0.00
H 0.69 4.81 -3.32 0.00
H 0.08 5.44 -1.77 0.00
H -3.63 1.51 2.11 0.00
C 0.95 5.02 -2.27 0.02
H 5.76 2.86 -0.03 0.00
P 2.24 4.16 0.00 0.63
H -2.45 -1.18 4.82 0.00
H 3.74 -5.51 2.35 0.00
N 1.22 -4.73 2.71 0.00
C -2.95 1.65 1.27 0.01
C 2.72 -5.46 0.48 0.00
H 3.70 2.84 1.35 0.00
C 4.94 3.54 -0.30 0.02
C 0.15 0.17 3.82 0.00
H 1.75 5.78 -2.27 0.00
C -1.49 1.64 1.70 0.08
H 2.02 0.90 -2.13 0.00
C 1.08 4.81 2.38 0.01
H -5.39 -1.14 -8.53 0.00
H 5.14 4.52 0.15 0.00
H 1.24 5.79 1.93 0.00
C -1.33 -1.13 -1.97 0.04
C 0.16 -4.46 3.64 0.00
H -0.82 -4.60 3.15 0.00
H 1.15 0.50 3.51 -0.01
H 1.85 -6.48 3.63 0.00
C -3.04 -0.98 3.92 0.00
C -2.23 0.14 -3.81 0.00
H 1.91 4.61 3.07 0.00
H 0.09 1.52 -3.71 0.00
H 0.02 3.69 0.83 0.00
H 3.05 -3.68 -1.16 0.00
H 1.25 2.73 1.66 0.03
C 1.43 3.73 -1.57 0.07
H -0.27 -2.38 -0.48 -0.01
H 2.64 -2.30 -0.11 -0.01
C -0.01 0.72 -2.95 0.02
H 0.60 3.04 -1.38 0.03
H -0.85 1.87 0.82 -0.04
H -3.86 -1.70 3.91 0.00
H 0.94 -6.75 2.15 0.00
C -2.98 0.32 -4.76 0.00
H -5.00 2.89 -8.12 0.00
H -3.49 0.01 4.01 0.00
H 1.33 -3.12 -1.00 0.00
C -0.28 -1.47 -1.09 -0.08
Br 2.91 -0.27 0.13 -0.07
H -3.14 0.88 0.51 0.00
C -1.19 -0.05 -2.86 0.00
C -4.76 1.92 -7.69 0.00
C 1.38 -3.80 1.72 0.00
H 0.26 -3.43 4.03 0.00
H -3.17 2.62 0.81 0.00
C 2.29 -3.29 -0.47 0.00
H 3.36 -7.10 1.70 0.00
C -4.24 -0.59 -6.75 0.00
C -4.98 -0.34 -7.92 0.00
C -2.22 -1.15 2.64 0.00
H -4.07 -1.64 -6.51 0.00
C 1.06 0.39 -2.12 -0.02
H 0.23 -5.16 4.50 0.00
N 2.20 -4.15 0.66 0.00
H -1.38 0.80 5.28 0.00
C 1.01 3.74 1.30 0.06
P -0.87 0.02 2.34 0.00
H -2.23 -1.76 -1.99 0.00
H 0.28 -0.85 4.21 0.01
H -3.65 2.71 -6.07 0.00
O 0.81 -2.68 1.75 0.00
C 1.69 -6.09 2.62 0.00
C 3.64 2.97 0.26 0.07
H 0.30 1.12 5.75 0.00
N -5.23 0.88 -8.35 0.00
H 4.91 3.65 -1.39 0.00
Co 0.36 -0.06 0.53 2.23
C 2.97 -6.08 1.82 0.00
```

Calculated values
- Frontier orbital gap (alpha / beta): 6.259 / 3.811 eV
- Expectation value of S²: 3.885
- Spin multiplicity: 4
- E_LUMO (alpha / beta): -6.7 / -9.1 eV
- Maximum force: 3.2 eV/Å
- Total energy: -6089.5004 hartree
- Charge: +2